{
  "formula": "C23H22N6NaO3",
  "method": "the ωB97M-V functional and the def2-TZVPD basis",
  "symbols": ["Na", "O", "C", "N", "C", "C", "C", "C", "C", "C", "N", "C", "C", "C", "C", "C", "N", "H", "H", "H", "H", "H", "H", "H", "H", "H", "H", "N", "C", "C", "O", "O", "H", "H", "H", "H", "N", "C", "C", "C", "C", "C", "C", "C", "C", "N", "C", "H", "H", "H", "H", "H", "H", "H", "H"],
  "coordinates": [[-1.10, -0.78, 0.11], [-0.82, -4.43, -1.59], [-0.55, -3.39, -0.96], [-0.37, -2.16, -1.41], [-0.53, -2.02, -2.82], [-0.43, -0.57, -3.25], [-0.88, -0.18, -4.51], [-0.79, 1.15, -4.89], [-0.23, 2.06, -4.01], [0.19, 1.59, -2.78], [0.10, 0.31, -2.40], [-0.44, -3.51, 0.57], [-0.91, -4.67, 1.18], [-0.85, -4.78, 2.56], [-0.32, -3.72, 3.29], [0.11, -2.61, 2.60], [0.07, -2.50, 1.28], [-1.49, -2.42, -3.19], [0.23, -2.59, -3.39], [-1.31, -0.92, -5.17], [-1.14, 1.46, -5.87], [-0.15, 3.11, -4.25], [0.62, 2.26, -2.05], [-1.31, -5.45, 0.54], [-1.23, -5.66, 3.06], [-0.27, -3.75, 4.37], [0.50, -1.75, 3.13], [-2.74, 1.24, -0.93], [-3.80, 0.75, -0.02], [-3.14, 0.66, 1.36], [-3.22, 1.66, 2.09], [-2.47, -0.40, 1.58], [-2.41, 2.14, -0.59], [-3.10, 1.39, -1.87], [-4.10, -0.24, -0.36], [-4.67, 1.41, 0.04], [-0.39, 2.16, 1.81], [0.90, 2.51, 2.04], [1.32, 3.56, 2.82], [2.69, 3.86, 2.94], [3.65, 3.14, 2.29], [3.26, 2.05, 1.47], [4.15, 1.24, 0.73], [3.68, 0.22, -0.04], [2.29, -0.03, -0.07], [1.43, 0.69, 0.60], [1.90, 1.72, 1.36], [-1.17, 2.43, 2.40], [-0.49, 1.24, 1.41], [0.59, 4.17, 3.34], [2.99, 4.70, 3.56], [4.70, 3.39, 2.38], [5.22, 1.46, 0.78], [4.35, -0.40, -0.62], [1.87, -0.83, -0.66]],
  "max_force_ev_per_a": 1.09,
  "orbital_gap_ev": 7.27,
  "homo_ev": -4.992,
  "multiplicity": 1,
  "e_above_lowest_kcal_mol": 10.74,
  "lumo_ha": 0.084,
  "charge": -1
}